1.
C20H30B2F8K3O15 | ωB97M-V/def2-TZVPD

```
78
Properties=species:S:1:pos:R:3:forces:R:3:lowdin_charge:R:1
K 14.784730 5.990853 3.215831 -0.3 0.2 0.3 0.997
K 14.400873 10.818472 2.313539 -0.1 -0.4 0.5 0.956
K 14.562862 7.760333 -1.314518 0.5 0.0 -0.3 0.957
B 12.664577 8.398608 4.236868 -1.4 0.3 0.6 -1.251
F 13.299870 9.582655 4.689389 0.5 -0.3 -0.1 0.062
F 13.070625 7.194786 4.866431 0.7 0.3 -0.1 0.040
F 11.299867 8.536767 4.397582 0.3 0.0 -0.3 0.154
F 13.024683 8.281136 2.865749 0.2 -0.1 -0.6 0.016
B 16.508103 8.156081 1.361655 1.8 1.0 1.3 -1.352
F 15.119746 8.247454 1.376269 -1.1 -0.6 -0.9 0.014
F 17.027804 7.962600 0.088540 -0.6 0.1 0.1 0.137
F 16.912719 9.389232 1.963231 0.1 0.0 -0.6 0.055
F 16.942629 7.150139 2.241439 -0.4 -0.5 -0.3 0.060
C 19.261552 11.706375 3.255472 -0.8 0.6 -0.1 -0.023
C 19.944280 12.813046 2.491111 0.4 -0.2 0.1 -0.308
C 21.268644 13.315441 3.106701 -0.3 -0.3 0.4 -0.070
O 22.241701 13.135659 2.080159 -0.3 0.2 0.0 0.088
C 21.652338 12.658353 0.964773 0.1 0.0 0.4 -0.566
O 22.187184 12.504796 -0.076109 0.1 -0.2 -0.5 0.182
O 20.355174 12.340675 1.204655 -0.3 0.2 -0.1 0.055
H 19.913656 10.869185 3.484752 0.1 0.0 0.1 0.085
H 18.370890 11.359368 2.711245 0.4 -0.1 0.0 0.074
H 18.858569 12.187015 4.152750 0.3 -0.4 0.2 0.091
H 19.248998 13.647350 2.375586 0.0 0.0 -0.3 0.149
H 21.541962 12.721690 3.981829 0.1 0.0 -0.1 0.137
H 21.204868 14.358747 3.409738 0.2 0.1 -0.2 0.135
C 18.120655 9.659589 5.840233 -0.4 -0.1 0.8 -0.006
C 19.143817 8.543404 5.744404 -0.4 -0.6 -0.5 -0.293
C 18.964008 7.605663 4.552540 -0.3 0.6 -0.8 -0.092
O 20.299418 7.297319 4.149952 -0.1 -0.4 0.3 0.061
C 21.110912 8.283835 4.601363 -0.3 0.0 0.2 -0.567
O 22.222117 8.461556 4.242989 0.3 0.0 -0.1 0.185
O 20.456094 9.059782 5.499637 0.1 0.1 0.0 0.081
H 18.628404 10.619723 5.863024 0.0 0.0 -0.1 0.078
H 17.572470 9.566493 6.781766 0.1 0.1 0.0 0.089
H 17.346393 9.639166 5.072296 0.3 0.0 -0.3 0.077
H 19.144939 7.939942 6.654013 0.3 0.2 0.1 0.157
H 18.512059 8.105868 3.690854 -0.1 0.2 0.2 0.106
H 18.343459 6.731383 4.737065 0.5 -0.3 0.3 0.135
C 21.116633 8.715054 0.910371 -0.6 0.4 0.2 -0.014
C 21.395145 7.240004 0.824440 0.6 -0.1 -0.7 -0.264
C 20.324110 6.443864 0.027376 0.9 1.0 0.2 -0.094
O 20.978828 6.090991 -1.185826 -0.4 -0.3 0.0 0.063
C 22.256839 6.536854 -1.201912 -0.1 0.1 0.6 -0.569
O 22.990935 6.431876 -2.118358 0.3 -0.1 -0.4 0.187
O 22.566834 7.106142 -0.019280 -0.1 -0.1 0.2 0.087
H 21.850603 9.268603 1.494430 0.1 -0.2 0.0 0.095
H 20.127756 8.910912 1.350682 0.1 -0.1 0.0 0.082
H 21.114920 9.122838 -0.100568 0.0 0.0 0.0 0.090
H 21.642703 6.791216 1.782762 -0.1 0.0 0.1 0.143
H 19.520276 7.134029 -0.240691 -0.3 -0.5 0.2 0.110
H 20.043141 5.554179 0.582344 -0.4 0.0 -0.2 0.123
C 17.690868 4.460347 -0.674685 -0.1 -0.2 0.5 -0.014
C 17.459257 3.006985 -0.298929 0.3 -0.1 -0.8 -0.288
C 16.013890 2.631998 0.046604 -0.1 0.4 -0.3 -0.100
O 15.651026 1.632558 -0.887733 -0.3 -0.2 0.3 0.073
C 16.667095 1.384722 -1.743050 0.8 0.4 0.0 -0.556
O 16.672876 0.577997 -2.601660 -0.3 -0.2 -0.2 0.197
O 17.708371 2.219017 -1.483624 -0.2 0.0 0.3 0.084
H 17.501414 5.126250 0.175277 0.1 -0.1 0.0 0.076
H 17.045980 4.763982 -1.498532 0.1 -0.1 -0.2 0.097
H 18.735091 4.549495 -0.958883 -0.1 0.3 -0.2 0.081
H 18.203079 2.683010 0.430336 -0.2 0.0 0.2 0.157
H 15.365532 3.496781 -0.138908 -0.1 0.0 0.2 0.119
H 15.866365 2.264305 1.058898 0.0 -0.1 0.0 0.131
C 16.720466 11.565430 -1.005336 -0.6 0.7 0.2 -0.011
C 17.746325 10.953034 -1.908773 -0.2 -0.8 0.1 -0.266
C 18.987782 10.336681 -1.243640 -0.6 0.0 -0.3 -0.061
O 19.093967 9.046005 -1.876225 0.1 0.3 -0.5 0.069
C 17.971314 8.756530 -2.555455 0.2 0.3 0.6 -0.584
O 17.726684 7.716058 -3.074396 -0.3 -0.2 0.0 0.163
O 17.094795 9.794781 -2.505003 0.3 0.0 -0.1 0.043
H 17.078720 12.466162 -0.500093 0.1 -0.1 0.0 0.102
H 16.364986 10.847628 -0.265914 0.4 -0.2 0.2 0.060
H 15.828017 11.848215 -1.570012 0.2 0.1 -0.2 0.093
H 18.049777 11.606775 -2.724750 -0.1 0.1 0.0 0.164
H 18.882298 10.131706 -0.183532 -0.1 0.3 0.2 0.111
H 19.835552 10.982860 -1.443773 0.4 -0.4 0.1 0.140
```
Positions in Å, forces in eV/Å.

Values from the calculation:
total charge = +1
2S+1 = 1


2.
C33H48N5OPdSi4 | ωB97M-V/def2-TZVPD

```
92
Properties=species:S:1:pos:R:3:forces:R:3:lowdin_charge:R:1
Pd -0.319534 -0.538621 0.369693 0.0 0.2 -0.1 0.882
C 0.975800 2.750520 1.462187 -0.1 0.0 0.1 -0.236
C 2.269386 3.169636 2.060877 -0.1 0.1 0.0 -0.067
C 3.280665 2.305936 2.120284 0.1 0.0 0.0 0.000
C 3.020603 1.030364 1.481683 0.1 -0.3 0.0 -0.318
N 2.289118 1.053397 0.287329 0.1 0.4 0.0 -0.020
C 1.113224 1.763664 0.351432 0.0 -0.2 0.0 -0.322
N 3.405335 -0.080251 1.987507 -0.1 0.2 0.1 0.231
C 2.829781 -1.254564 1.655305 0.0 -0.2 -0.1 -0.269
N 1.546252 -1.492417 1.404089 0.0 -0.2 0.2 0.110
C 1.445990 -2.912822 1.264777 0.0 -0.2 0.0 -0.256
N 0.445354 -3.684879 1.135317 0.0 0.1 -0.1 0.196
C -0.904110 -3.373761 1.193226 0.1 0.0 0.2 -0.296
C -1.760967 -4.459622 1.360823 0.0 -0.1 0.0 0.015
C -3.113497 -4.251476 1.519632 0.0 0.0 0.0 -0.029
C -3.593242 -2.949174 1.510319 0.0 0.0 0.0 -0.031
C -2.700973 -1.922385 1.296922 0.0 0.0 0.1 -0.123
N -1.380219 -2.125450 1.139349 -0.1 0.0 -0.3 -0.004
C 2.798817 -3.509645 1.362981 -0.1 0.1 -0.1 -0.108
C 3.247930 -4.808112 1.254503 0.0 0.0 0.0 0.012
C 4.611035 -5.019571 1.445224 0.0 0.0 0.0 -0.044
C 5.476206 -3.968018 1.748211 0.0 0.0 0.0 -0.048
C 5.006530 -2.664623 1.865490 0.0 0.0 0.0 -0.003
C 3.653980 -2.471025 1.655773 0.1 0.1 0.0 -0.126
H 0.410871 3.605812 1.100772 0.0 0.0 0.0 0.077
H 2.316484 4.127536 2.562812 0.0 0.0 0.0 0.124
H 4.186364 2.444606 2.692176 0.0 0.0 0.0 0.130
H 0.453744 0.913944 -1.432665 0.0 0.1 -0.1 0.024
H -1.320916 -5.445457 1.376011 0.0 0.0 0.0 0.121
H -3.784804 -5.089077 1.652248 0.0 0.0 0.0 0.120
H -4.641620 -2.724088 1.640979 0.0 0.0 0.0 0.117
H -3.034583 -0.897330 1.236069 0.0 0.0 0.0 0.103
H 2.569484 -5.620062 1.032105 0.0 0.0 0.0 0.121
H 5.010174 -6.021781 1.364099 0.0 0.0 0.0 0.112
H 6.527167 -4.174236 1.898985 0.0 0.0 0.0 0.112
H 5.663581 -1.841736 2.114368 0.0 0.0 0.0 0.121
C -3.949119 2.423708 -1.030254 0.0 0.0 0.0 -0.122
O -2.701325 2.316238 -0.368538 0.1 0.0 0.0 -0.288
Si -1.273661 2.703636 -1.100316 0.1 0.0 0.0 0.419
C -0.926936 4.484898 -0.639433 0.0 0.0 0.0 -0.143
C -1.338036 2.587871 -2.954813 0.0 0.0 0.0 -0.136
C 0.127289 1.534701 -0.595867 -0.1 -0.3 0.1 -0.199
Si -0.080681 2.245945 3.053239 0.1 0.0 0.0 0.563
C -0.276387 3.875355 3.935897 0.0 0.0 0.1 -0.156
C 0.874748 1.000115 4.055871 0.0 -0.1 0.0 -0.151
C -1.727563 1.485723 2.669780 -0.1 0.0 0.0 -0.155
Si 3.022901 0.481957 -1.289730 0.0 -0.1 0.0 0.532
C 2.978967 1.959244 -2.411821 0.0 0.0 0.0 -0.136
C 4.779753 0.039476 -0.889287 0.0 0.0 0.0 -0.140
C 2.146705 -0.991438 -2.017136 0.0 0.0 0.0 -0.147
H -3.946412 1.860940 -1.967506 0.0 0.0 0.0 0.054
H -4.201973 3.466885 -1.239660 0.0 0.0 0.0 0.091
H -4.716050 2.006230 -0.378784 0.0 0.0 0.0 0.090
H -1.636915 5.106175 -1.192784 0.0 0.0 0.0 0.046
H 0.076259 4.815677 -0.919428 0.0 0.0 0.0 0.047
H -1.093936 4.699519 0.417444 0.0 0.0 0.0 0.027
H -2.101912 3.234813 -3.390765 0.0 0.0 0.0 0.050
H -1.538261 1.560551 -3.255695 0.0 0.0 -0.1 0.006
H -0.376868 2.892501 -3.378160 0.0 0.0 0.0 0.039
H 0.671923 4.256751 4.317704 0.0 0.0 0.0 0.037
H -0.944139 3.751410 4.791084 0.0 0.0 0.0 0.044
H -0.714893 4.637472 3.288247 0.0 0.0 0.0 0.041
H 1.849088 1.344909 4.399291 0.0 0.0 0.0 0.041
H 1.010261 0.072793 3.492122 0.0 0.0 0.0 0.014
H 0.277168 0.751362 4.937409 0.0 0.0 0.0 0.049
H -2.291271 1.936358 1.854685 0.0 0.0 0.0 0.024
H -2.321361 1.562588 3.586256 0.0 0.0 0.0 0.053
H -1.597509 0.422106 2.456756 0.0 0.0 0.0 -0.004
H 3.531305 2.794499 -1.976704 0.0 0.0 0.0 0.048
H 1.966821 2.293100 -2.638984 0.0 0.0 0.0 0.020
H 3.461220 1.697778 -3.357050 0.0 0.0 0.0 0.050
H 5.311717 0.847552 -0.383210 0.0 0.0 0.0 0.049
H 5.285728 -0.138718 -1.842215 0.0 0.0 0.0 0.052
H 4.882058 -0.868584 -0.295684 0.0 0.0 0.0 0.020
H 1.248773 -0.737971 -2.582944 0.0 0.0 0.0 0.034
H 1.867852 -1.725546 -1.259111 0.0 0.0 0.0 0.015
H 2.841410 -1.480916 -2.705712 0.0 0.0 0.0 0.049
C -3.558534 0.145071 -4.717174 0.0 0.1 0.0 -0.186
Si -3.611130 -1.043415 -3.279693 0.0 0.0 0.0 0.414
C -3.138982 -2.751270 -3.858111 0.0 0.0 -0.1 -0.182
C -5.306883 -1.043130 -2.497946 0.0 0.0 0.0 -0.174
C -2.412734 -0.563100 -1.963774 0.0 -0.3 0.0 -0.182
C -1.652549 -0.536480 -1.015716 0.1 0.5 0.2 -0.221
H -4.137571 -0.267469 -5.546736 0.0 0.0 0.0 0.037
H -2.541801 0.311938 -5.078026 0.0 0.0 0.0 0.031
H -3.987808 1.116701 -4.463486 0.0 0.0 0.0 0.028
H -3.875478 -3.121445 -4.575711 0.0 0.0 0.0 0.036
H -3.091168 -3.453470 -3.024339 0.0 0.0 0.0 0.029
H -2.164524 -2.744392 -4.349506 0.0 0.0 0.0 0.034
H -6.089787 -1.207660 -3.241065 0.0 0.0 0.0 0.038
H -5.500356 -0.086093 -2.010131 0.0 0.0 0.0 0.017
H -5.386842 -1.828681 -1.743668 0.0 0.0 0.0 0.029
```
Positions in Å, forces in eV/Å.

Values from the calculation:
total charge = +1
2S+1 = 1


What did we get for HOMO level? Answer: -12.4; -11.2 eV, in the order shown.